Record 1
C35H40ClN3O8 | ωB97M-V/def2-TZVPD

The geometry in XYZ format:
```
87
C35H40ClN3O8 (ωB97M-V/def2-TZVPD)
C -2.3089 0.7483 -4.4003
C -0.8342 0.8709 -4.0002
N -0.1488 -0.5095 -4.3071
C 0.4645 -0.8700 -5.4764
C 0.9524 -2.1078 -5.1421
N 0.6748 -2.4408 -3.7969
C 0.0302 -1.4565 -3.3523
C 1.2708 -3.6022 -2.9160
H -2.2434 0.2313 -5.3401
H -2.9019 1.6378 -4.3233
H -2.7985 0.1366 -3.4862
H -0.7144 1.1951 -2.9583
H -0.4306 1.8209 -4.4775
H 0.6538 -0.1995 -6.0793
H 1.6992 -2.7599 -5.6723
H -0.3301 -1.4327 -2.3140
H 2.1005 -4.2442 -3.3271
H 0.3123 -4.1246 -2.7535
H 1.5100 -3.0399 -2.0123
Cl -1.6099 -0.1821 -0.0080
N -4.6570 -0.9190 2.2689
C -5.2744 -1.6168 3.2474
C -5.6037 -1.0877 4.4886
C -5.3566 0.2561 4.6990
C -4.5477 1.0586 3.6534
C -4.2278 0.3870 2.5178
H -5.5535 -2.4912 2.9630
H -6.0336 -1.8090 5.1487
H -5.6647 0.5923 5.7228
H -4.1529 2.0794 4.0444
H -3.6392 0.9085 1.7247
C 0.1382 1.3510 4.9036
C 1.3913 1.0163 5.6839
C 2.5298 0.4869 4.9547
C 2.3441 0.1602 3.5507
C 1.1270 0.3750 2.8657
C 0.0452 1.0661 3.5094
O -1.0554 1.3665 2.7719
O 3.7378 0.1950 5.5613
H -0.7521 1.6972 5.4078
H 1.2879 1.1253 6.6976
H 3.1225 -0.4057 3.1192
H 0.8962 0.1821 1.8640
H -1.3696 0.9385 2.0205
H 4.4906 0.1797 4.9772
C -3.9792 5.1364 -2.5038
C -4.3592 3.7150 -1.9061
C -3.4186 2.8858 -1.3092
C -2.1597 3.3560 -1.1730
C -1.7707 4.6058 -1.6786
C -2.6320 5.5058 -2.3206
O -2.1096 6.6310 -2.9446
O -3.9076 1.7807 -0.7630
H -4.8170 5.7059 -2.7863
H -5.2152 3.4237 -2.0385
H -1.3174 2.7444 -0.7290
H -0.8548 5.0654 -1.6415
H -2.6640 7.0923 -3.5173
H -3.3985 0.9994 -0.5176
C 5.3657 0.5981 -1.1393
C 4.1664 -0.2801 -0.5232
C 2.8415 0.2303 -0.7533
C 2.6335 1.4480 -1.3749
C 3.7584 2.2327 -1.8162
C 5.0473 1.7759 -1.8970
O 6.0823 2.3261 -2.6304
O 1.8009 -0.5044 -0.4600
H 6.3522 0.2236 -0.9709
H 4.3466 -1.0917 0.1069
H 1.6508 1.6275 -1.4344
H 3.5972 3.0981 -2.4771
H 6.9294 1.9138 -2.5900
H 1.0561 0.0243 -0.5949
C 1.5774 -4.9382 0.4111
C 2.7291 -5.5370 1.1160
C 3.2244 -4.8523 2.1716
C 2.6495 -3.5021 2.5322
C 1.5177 -3.1028 1.8818
C 0.9139 -3.7763 0.8061
O -0.2520 -3.3774 0.1982
O 4.2095 -5.2994 3.0257
H 1.1172 -5.4595 -0.5941
H 3.1088 -6.5001 0.8400
H 2.7943 -3.1671 3.4608
H 1.0794 -2.3506 2.5124
H -0.4003 -2.3816 0.1252
H 4.1365 -4.7890 3.6741
```

Properties
* ΔE to the lowest compared entry with this formula, charge and spin: 0.0 kcal per mole
* highest occupied orbital energy: -7.462 eV
* calculated total energy: -2583.68991 hartree
* max |F|: 0.24237 Eh/bohr
* Kohn-Sham gap: 7.470 eV
* multiplicity: 1
* total charge: 0



Record 2
C35H40F11NO35 | ωB97M-V/def2-TZVPD

The geometry in XYZ format:
```
122
C35H40F11NO35 (ωB97M-V/def2-TZVPD)
N 0.7820 0.6930 0.3030
H 1.0863 1.1272 -0.5567
H -0.1954 0.9041 0.4452
H 1.3276 0.9288 1.1196
H 0.8214 -0.3060 0.1598
C 1.9632 1.5548 -4.7154
C 0.9969 1.3703 -3.5447
O 1.3094 1.4720 -2.3197
O -0.2138 1.3588 -3.9188
H 1.5162 2.3107 -5.3610
H 2.3018 0.5714 -5.0418
H 2.9178 1.8894 -4.3094
C 1.2521 -5.5231 0.1173
C 1.4822 -5.2191 1.6430
O 2.4064 -6.2235 2.0270
C 2.4442 -7.1831 1.0751
O 3.0178 -8.2038 1.2496
O 1.7359 -6.7759 -0.0165
F 0.3501 -5.3468 2.2810
H 1.6764 -4.8279 -0.6070
H 0.2063 -5.4325 -0.1762
H 1.9542 -4.2459 1.7771
C -1.6159 -0.6279 5.5241
C -0.3274 -0.7508 6.3271
O 0.5108 -1.1207 5.2207
C 0.0145 -0.7904 4.0463
O 0.6911 -0.7992 3.0158
O -1.2140 -0.4509 4.2071
F -0.4616 -1.7319 7.2027
H -2.2376 0.2225 5.8041
H -2.2850 -1.4875 5.5617
H -0.1869 0.2347 6.7711
C -4.3490 2.7948 -2.6430
C -3.6981 2.5835 -3.9373
O -3.6100 3.8574 -4.5159
C -4.1800 4.7507 -3.7763
O -4.0443 5.9372 -3.8530
O -5.0362 4.0401 -2.9085
F -4.4812 1.8842 -4.6874
H -3.6383 2.9683 -1.8350
H -5.0641 1.9971 -2.4419
H -2.7232 2.0961 -3.9479
C -3.2255 -3.2526 -2.2539
C -2.6614 -2.2789 -3.2425
O -3.8367 -1.5244 -3.4031
C -4.4633 -1.4904 -2.3093
O -5.2122 -0.5981 -2.0747
O -3.9869 -2.3619 -1.4713
F -2.4059 -2.9056 -4.3785
H -2.4273 -3.7339 -1.6888
H -3.9644 -3.9974 -2.5494
H -1.8529 -1.6046 -2.9598
C -0.1528 3.8186 4.6700
C 0.9429 3.1173 3.8506
O 0.5540 3.5745 2.4994
C -0.4330 4.4535 2.4980
O -0.8924 4.9518 1.4987
O -0.7224 4.7948 3.7173
F 0.9167 1.7648 3.8532
H 0.2030 4.2287 5.6151
H -0.8840 3.0375 4.8782
H 1.9401 3.4447 4.1446
C 4.0778 4.2340 0.4599
C 3.2912 3.0446 0.1168
O 3.5702 2.1344 1.1925
C 4.5926 2.5411 1.9519
O 4.9142 1.9890 3.0159
O 4.9725 3.7157 1.5082
F 3.6706 2.4636 -1.0170
H 3.4961 5.0922 0.7964
H 4.6515 4.7180 -0.3305
H 2.2394 3.2817 -0.0437
C -2.6314 -4.0506 1.3302
C -2.7029 -2.8354 2.1484
O -2.0186 -1.9071 1.3847
C -1.1771 -2.5469 0.6299
O -0.2435 -2.1042 -0.0213
O -1.4264 -3.8549 0.5967
F -2.1272 -3.0787 3.3495
H -3.5598 -4.2497 0.7949
H -2.5311 -4.9695 1.9078
H -3.7154 -2.4669 2.3128
C -0.6586 4.7356 -1.7210
C -0.3230 4.7526 -3.2047
O 0.9462 5.3603 -3.3621
C 1.5518 5.2097 -2.1926
O 2.7796 5.3078 -2.0280
O 0.6946 4.8779 -1.2652
F -1.3252 5.2160 -3.9836
H -1.0925 3.7693 -1.4641
H -1.3781 5.5382 -1.5588
H -0.2463 3.7391 -3.5984
C 2.7040 -2.2850 -3.2764
C 1.2669 -2.0937 -3.5255
O 0.7655 -3.4075 -3.2241
C 1.7277 -4.2833 -3.1561
O 1.5734 -5.5079 -3.1405
O 2.9458 -3.6451 -3.4439
F 1.0630 -1.8027 -4.8009
H 2.9081 -2.0990 -2.2220
H 3.3149 -1.6864 -3.9522
H 0.7511 -1.3140 -2.9650
C 5.8304 -3.7126 0.8125
C 6.4380 -2.5674 1.5228
O 5.6512 -1.4779 1.1202
C 4.4533 -1.9368 0.8953
O 3.4701 -1.2193 0.6040
O 4.4707 -3.2766 0.8003
F 7.6608 -2.3327 1.1835
H 5.9099 -4.6575 1.3501
H 6.3274 -3.8235 -0.1512
H 6.4615 -2.6695 2.6077
C -5.1366 0.9699 0.7231
C -5.0405 1.4685 2.1889
O -3.5978 1.3189 2.2964
C -2.9444 1.3119 1.1708
O -1.7692 1.5715 1.0097
O -3.7921 1.0125 0.1998
F -5.6761 0.6026 2.9875
H -5.7906 1.5257 0.0512
H -5.4631 -0.0700 0.7353
H -5.4123 2.4921 2.2342
```

Properties
* highest occupied orbital energy: -8.082 eV
* calculated total energy: -5144.41177 hartree
* max |F|: 0.11257 Eh/bohr
* Kohn-Sham gap: 7.612 eV
* multiplicity: 1
* total charge: 0



Record 3
C35H40MoNO5 | ωB97M-V/def2-TZVPD

The geometry in XYZ format:
```
82
C35H40MoNO5 (ωB97M-V/def2-TZVPD)
C 0.4093 0.0055 -6.7145
C 0.3428 -0.6104 -5.2669
C -0.1188 1.4392 -6.6229
C -0.7589 1.6917 -5.2346
H -0.8781 1.6064 -7.3947
H 0.7089 2.1201 -6.8386
C -0.8386 0.1034 -4.6460
H 1.2796 -0.4070 -4.7136
H 0.2128 -1.7000 -5.3752
C -1.4911 -0.4138 -3.3013
H -1.6875 -0.1749 -5.3058
H -1.8426 1.8768 -5.3685
C -0.2167 3.0177 -4.8116
C 1.8147 -0.0518 -7.2886
C -0.4034 -0.6950 -7.8372
O -0.9471 -0.0629 -8.7357
O 2.8208 0.2112 -6.6379
O 1.8419 -0.3809 -8.5863
O -0.3975 -2.0311 -7.8307
C -0.9757 -2.5903 -9.0239
H -0.8892 -3.6646 -8.8782
H -0.4095 -2.2506 -9.8944
H -2.0157 -2.2756 -9.1340
C 3.1404 -0.5212 -9.1564
H 3.7063 0.4102 -9.0490
H 2.9680 -0.7456 -10.2094
H 3.6788 -1.3406 -8.6646
O -0.7746 -0.9738 -2.1791
H -2.1150 -1.2807 -3.6137
H -2.1657 0.4037 -2.9664
C -1.1503 4.0260 -4.2990
C 1.2422 3.2649 -4.6870
H 1.4683 4.2701 -5.0646
H 1.9010 2.5587 -5.2112
H 1.5705 3.2634 -3.6303
H -0.6837 4.5111 -3.4389
H -2.1032 3.5932 -3.9726
H -1.3823 4.8213 -5.0218
Mo -0.6938 -0.4579 -0.3393
C -2.7336 -0.1174 0.8171
C -2.9942 -0.6172 -0.4972
C -2.4445 -1.9447 -0.5723
H -3.5692 -0.1194 -1.2636
C -1.7816 -2.2310 0.6621
C -2.0311 -1.1338 1.5328
H -1.9381 -1.2142 2.6061
H -3.0156 0.8607 1.1938
H -2.6097 -2.6722 -1.3515
H -1.3384 -3.1766 0.9606
C 2.3292 0.6347 -0.3049
C 2.1240 -0.2450 0.7817
C 1.4463 -1.4184 0.3140
H 2.5108 -0.0997 1.7897
C 1.3683 -1.2997 -1.1340
C 1.8723 0.0118 -1.4865
H 1.9861 0.3799 -2.5025
H 2.8274 1.6022 -0.2318
H 1.2182 -2.3293 0.8680
H 1.1874 -2.1441 -1.7903
C 0.7571 5.1241 0.1849
C -0.0318 4.3676 -0.6942
C -0.2865 3.0186 -0.4488
C 0.1133 2.4514 0.7878
C 0.9607 3.2097 1.6346
C 1.2706 4.5366 1.3483
N -0.3055 1.1853 1.1748
C -0.3727 0.9846 2.5673
C 0.2060 -0.1264 3.2266
C 0.0607 -0.3109 4.5982
C -0.7055 0.5849 5.3507
C -1.2590 1.7124 4.7311
C -1.0703 1.9246 3.3670
H 0.9525 6.1784 -0.0303
H -0.4822 4.8413 -1.5674
H -0.8239 2.3855 -1.1603
H 1.3659 2.7483 2.5374
H 1.8831 5.1138 2.0482
H 0.7614 -0.8539 2.6399
H 0.5367 -1.1700 5.0761
H -0.8760 0.3932 6.4124
H -1.8353 2.4359 5.3117
H -1.4791 2.8213 2.8935
```

Properties
* ΔE to the lowest compared entry with this formula, charge and spin: 82.1 kcal per mole
* highest occupied orbital energy (alpha / beta): -2.936 / -2.774 eV
* calculated total energy: -1856.67901 hartree
* max |F|: 0.08130 Eh/bohr
* Kohn-Sham gap (alpha / beta): 5.185 / 5.022 eV
* multiplicity: 3
* total charge: -1